[1]
Here is one molecule with the formula C6H11NO2S from the OMol25 dataset. Energies are from ωB97M-V with the def2-TZVPD basis set.

Structure (XYZ):
```
21
C6H11NO2S ωB97M-V with the def2-TZVPD basis set
C 2.04 0.26 -0.06
C 0.64 -0.05 0.35
C 0.19 -1.50 0.29
C -0.40 -0.44 -0.69
C -0.15 -0.24 -2.24
N -1.77 -0.13 -0.23
S -1.71 0.82 1.22
O -2.53 0.10 2.15
O -2.04 2.18 0.98
C 0.10 0.59 1.55
H 2.05 1.21 -0.40
H 2.43 -0.43 -0.83
H 2.77 0.33 0.67
H 1.02 -2.20 0.14
H -0.45 -1.78 1.07
H -0.40 0.77 -2.29
H -0.79 -0.88 -2.76
H 0.90 -0.33 -2.32
H -2.47 0.30 -0.79
H 0.03 -0.10 2.37
H 0.54 1.52 1.84
```

For the largest force on an atom, the calculation gives 4.45 eV Å⁻¹. As for the total charge: 0. As for the spin multiplicity: 1. As for the total energy: -838.558043 Eh. As for the gap between HOMO and LUMO: 10.02 eV. As for the energy above the lowest of the compared OMol25 structures with the same formula, charge and spin: 41.4 kcal per mole.

[2]
Here is C18H21AuN2O3S2 as an isolated structure from the OMol25 dataset. Energies are from ωB97M-V with the def2-TZVPD basis set.

Structure (XYZ):
```
47
C18H21AuN2O3S2 ωB97M-V with the def2-TZVPD basis set
Au 0.82 -0.13 -0.14
O 1.78 -3.04 0.09
C 3.17 -2.92 0.31
C 3.52 -2.63 1.76
C 2.91 -1.31 2.28
C 3.52 -0.11 1.62
C 4.77 0.36 2.01
C 5.32 1.45 1.36
C 4.61 2.04 0.33
C 3.38 1.52 -0.01
N 2.84 0.47 0.63
H 1.42 -3.71 0.68
H 3.49 -2.09 -0.33
H 3.70 -3.82 -0.03
H 4.60 -2.60 1.87
H 3.16 -3.45 2.39
H 3.07 -1.24 3.36
H 1.83 -1.31 2.10
H 5.30 -0.13 2.82
H 6.29 1.83 1.65
H 5.00 2.90 -0.21
H 2.78 1.94 -0.80
S 1.38 -0.53 -2.59
C -0.29 -0.55 -2.81
N -1.10 0.50 -2.76
C -2.51 0.26 -3.03
C -2.75 -1.22 -2.77
S -1.17 -2.01 -3.19
H -0.81 1.33 -2.25
H -2.73 0.52 -4.07
H -3.11 0.89 -2.38
H -3.54 -1.62 -3.40
H -2.97 -1.41 -1.72
O -1.28 0.09 0.37
C -1.80 1.22 0.05
O -1.22 2.16 -0.51
C -3.27 1.35 0.37
C -3.97 0.30 0.96
C -5.33 0.42 1.21
C -6.00 1.59 0.88
C -5.30 2.64 0.30
C -3.95 2.52 0.04
H -3.43 -0.61 1.21
H -5.87 -0.40 1.67
H -7.06 1.68 1.08
H -5.82 3.56 0.04
H -3.38 3.33 -0.41
```

For the largest force on an atom, the calculation gives 0.46 eV Å⁻¹. As for the total charge: 0. As for the spin multiplicity: 1. As for the total energy: -1965.842590 Eh. As for the gap between HOMO and LUMO: 8.12 eV. As for the energy above the lowest of the compared OMol25 structures with the same formula, charge and spin: 13.8 kcal per mole.

[3]
Here is a 2-piece molecular cluster, C6H12O overall from the OMol25 dataset. Energies are from ωB97M-V with the def2-TZVPD basis set.

Structure (XYZ):
```
19
C6H12O ωB97M-V with the def2-TZVPD basis set
C -0.44 0.94 -2.41
C 0.30 0.18 -1.35
C 0.95 0.76 -0.34
C 1.94 0.06 0.55
H 0.01 0.71 -3.38
H -1.50 0.69 -2.47
H -0.34 2.01 -2.25
H 0.38 -0.90 -1.48
H 0.83 1.83 -0.19
H 2.05 0.54 1.53
H 2.92 0.10 0.06
H 1.69 -0.99 0.69
C -1.27 -1.48 1.41
C -1.22 -0.01 1.76
O -2.06 0.79 1.44
H -1.88 -1.63 0.52
H -1.73 -2.02 2.25
H -0.26 -1.89 1.27
H -0.35 0.30 2.38
```

For the largest force on an atom, the calculation gives 0.43 eV Å⁻¹. As for the total charge: 0. As for the spin multiplicity: 1. As for the total energy: -311.009624 Eh. As for the gap between HOMO and LUMO: 10.27 eV. As for the energy above the lowest of the compared OMol25 structures with the same formula, charge and spin: 31.2 kcal per mole.

[4]
Here is one molecule with the formula C5H4O2 from the OMol25 dataset. Energies are from ωB97M-V with the def2-TZVPD basis set.

Structure (XYZ):
```
11
C5H4O2 ωB97M-V with the def2-TZVPD basis set
C 3.22 -0.11 -0.16
C 2.05 0.16 0.05
C 0.68 0.54 0.12
C -0.36 -0.28 0.07
C -1.76 0.16 -0.01
O -2.13 1.29 -0.11
O -2.57 -0.90 -0.07
H 4.25 -0.47 -0.22
H 0.34 1.60 0.15
H -0.28 -1.40 0.16
H -3.44 -0.58 0.01
```

For the largest force on an atom, the calculation gives 2.86 eV Å⁻¹. As for the total charge: 0. As for the spin multiplicity: 1. As for the total energy: -343.331168 Eh. As for the gap between HOMO and LUMO: 9.64 eV. As for the energy above the lowest of the compared OMol25 structures with the same formula, charge and spin: 38.4 kcal per mole.

[5]
Here is C5H8N2 as an isolated structure from the OMol25 dataset. Energies are from ωB97M-V with the def2-TZVPD basis set.

Structure (XYZ):
```
15
C5H8N2 ωB97M-V with the def2-TZVPD basis set
C 0.53 -1.88 0.31
N -0.76 -0.78 1.20
C -0.34 0.32 1.83
N -0.03 1.36 1.03
C -0.19 0.91 -0.22
C 0.13 1.71 -1.44
C -0.63 -0.43 -0.17
H 0.91 -1.83 -0.70
H 1.35 -1.79 1.02
H -0.04 -2.80 0.46
H -0.40 0.42 2.90
H -0.01 2.78 -1.25
H 1.16 1.56 -1.77
H -0.52 1.41 -2.27
H -1.17 -0.97 -0.94
```

For the largest force on an atom, the calculation gives 0.98 eV Å⁻¹. As for the total charge: 0. As for the spin multiplicity: 1. As for the total energy: -304.723858 Eh. As for the gap between HOMO and LUMO: 8.92 eV. As for the energy above the lowest of the compared OMol25 structures with the same formula, charge and spin: 70.1 kcal per mole.

[6]
Here is a 7-piece molecular cluster, C28H77N7O7 overall from the OMol25 dataset. Energies are from ωB97M-V with the def2-TZVPD basis set.

Structure (XYZ):
```
119
C28H77N7O7 ωB97M-V with the def2-TZVPD basis set
C 6.89 0.48 -3.41
O 8.19 -0.09 -3.40
C 8.83 -0.23 -2.10
C 10.42 -0.09 -2.18
C 11.11 -0.25 -0.84
N 10.68 1.22 -2.70
H 6.13 -0.17 -2.96
H 6.47 0.67 -4.40
H 6.99 1.36 -2.78
H 8.49 0.53 -1.40
H 8.59 -1.20 -1.67
H 10.69 -0.90 -2.85
H 12.20 -0.21 -0.94
H 10.91 -1.18 -0.31
H 10.90 0.53 -0.11
H 11.42 1.11 -3.39
H 9.88 1.43 -3.27
C 2.75 5.95 4.34
O 1.87 4.94 4.78
C 2.08 3.74 4.12
C 1.21 3.72 2.81
C -0.31 3.83 2.97
N 1.45 2.37 2.24
H 3.75 5.78 4.72
H 2.42 6.83 4.90
H 2.77 6.11 3.27
H 3.11 3.60 3.79
H 1.68 2.88 4.66
H 1.53 4.52 2.14
H -0.74 3.01 3.53
H -0.82 3.62 2.03
H -0.56 4.80 3.39
H 1.00 1.77 2.92
H 1.05 2.28 1.31
C 1.87 6.41 -3.97
O 2.01 7.88 -4.10
C 3.23 8.25 -4.61
C 3.34 9.77 -4.54
C 2.42 10.48 -5.55
N 4.68 10.27 -4.81
H 1.97 5.99 -4.98
H 0.84 6.46 -3.62
H 2.49 5.84 -3.29
H 3.91 7.77 -3.91
H 3.43 7.80 -5.59
H 3.00 10.14 -3.57
H 2.47 10.08 -6.56
H 2.70 11.53 -5.63
H 1.35 10.44 -5.36
H 4.69 11.27 -4.72
H 5.18 9.95 -4.00
C -0.87 -1.23 -1.51
O -1.33 -1.54 -0.19
C -0.81 -2.73 0.37
C -1.49 -3.07 1.72
C -3.03 -3.01 1.65
N -1.18 -2.03 2.69
H -1.33 -2.07 -2.03
H 0.19 -1.30 -1.73
H -1.24 -0.23 -1.74
H -1.02 -3.60 -0.25
H 0.28 -2.75 0.46
H -1.06 -4.03 2.01
H -3.51 -2.86 2.62
H -3.42 -3.97 1.29
H -3.32 -2.14 1.07
H -1.38 -2.44 3.59
H -1.91 -1.34 2.60
C -1.51 -8.86 -3.26
O -2.17 -9.72 -2.30
C -2.47 -9.10 -1.12
C -2.96 -10.19 -0.20
C -3.35 -9.73 1.15
N -1.91 -11.28 -0.03
H -2.03 -7.93 -3.45
H -1.41 -9.47 -4.15
H -0.52 -8.45 -3.05
H -1.73 -8.46 -0.65
H -3.28 -8.41 -1.32
H -3.92 -10.59 -0.52
H -2.55 -9.15 1.60
H -3.72 -10.48 1.86
H -4.18 -9.04 0.98
H -1.06 -10.96 0.41
H -1.71 -11.80 -0.88
C -8.68 1.02 -8.68
O -8.23 0.56 -7.42
C -8.99 1.03 -6.36
C -8.21 0.92 -4.99
C -6.71 1.34 -5.01
N -8.25 -0.51 -4.71
H -8.25 2.01 -8.83
H -9.75 1.19 -8.82
H -8.31 0.42 -9.52
H -8.99 2.12 -6.47
H -9.95 0.53 -6.24
H -8.63 1.48 -4.16
H -6.54 2.41 -5.12
H -5.99 0.74 -5.56
H -6.42 1.42 -3.96
H -8.27 -0.92 -5.64
H -9.15 -0.89 -4.49
C -2.85 -0.05 11.20
O -1.97 -1.17 11.11
C -2.31 -1.99 9.96
C -1.17 -3.00 9.62
C 0.18 -2.35 9.47
N -1.38 -3.71 8.36
H -3.21 0.44 10.29
H -2.22 0.75 11.58
H -3.80 -0.20 11.71
H -3.31 -2.41 10.07
H -2.35 -1.35 9.08
H -1.27 -3.81 10.35
H 0.11 -1.65 8.64
H 1.00 -3.06 9.50
H 0.59 -1.74 10.28
H -0.50 -4.17 8.20
H -1.97 -4.52 8.45
```

For the largest force on an atom, the calculation gives 3.50 eV Å⁻¹. As for the total charge: 0. As for the spin multiplicity: 1. As for the total energy: -2022.650044 Eh. As for the gap between HOMO and LUMO: 9.45 eV. As for the energy above the lowest of the compared OMol25 structures with the same formula, charge and spin: 138.9 kcal per mole.